# 1
Density functional theory data (ωB97M-V with the def2-TZVPD basis set) for a single C5H7I2O4P molecule at a distorted geometry.

Geometry as XYZ:
```
19
C5H7I2O4P | the Open Molecules 2025 dataset | ωB97M-V with the def2-TZVPD basis set
C -3.073 0.198 -1.312
C -2.080 -0.665 -1.866
O -0.999 -1.638 -2.086
P 0.588 -0.874 -1.850
O 1.388 -1.261 -3.200
O 0.437 0.858 -1.904
O 1.515 -1.532 -0.558
C 1.082 -1.159 0.782
I -0.901 -1.947 1.375
C 1.276 0.452 1.155
C -0.114 1.194 1.609
I 2.650 0.602 2.907
H -3.895 0.901 -0.805
H -0.148 1.224 -1.179
H 1.834 -1.711 1.530
H 1.843 1.013 0.289
H -1.005 1.069 0.825
H -0.509 0.909 2.672
H 0.110 2.366 1.615
```

Properties
Kohn-Sham gap ... 0.33026 hartree
Multiplicity ... 1

---

# 2
Density functional theory data (ωB97M-V with the def2-TZVPD basis set) for 2 unconnected molecules or ions with the total composition C38H47N2 at a distorted geometry.

Geometry as XYZ:
```
87
C38H47N2 | the Open Molecules 2025 dataset | ωB97M-V with the def2-TZVPD basis set
C -3.831 -1.478 -3.085
C -3.029 -2.046 -1.963
C -2.927 -1.465 -0.693
C -2.034 -1.969 0.274
C -1.920 -1.204 1.566
C -1.270 -3.123 -0.011
C -0.217 -3.675 0.945
C -0.910 -4.392 2.124
C 0.870 -2.639 1.354
C 1.262 -1.645 0.322
C 2.619 -1.510 -0.087
C 2.991 -1.629 -1.479
C 1.941 -1.692 -2.554
C 4.329 -1.788 -1.827
C 5.347 -1.804 -0.864
C 6.786 -2.033 -1.219
C 5.004 -1.626 0.481
C 3.691 -1.442 0.884
C 3.373 -1.166 2.327
C -1.462 -3.761 -1.246
C -0.797 -5.066 -1.598
C -2.288 -3.199 -2.212
H -4.081 -2.271 -3.791
H -4.764 -1.010 -2.753
H -3.269 -0.716 -3.640
H -3.515 -0.564 -0.458
H -1.472 -1.768 2.387
H -1.299 -0.319 1.414
H -2.899 -0.850 1.910
H 0.328 -4.457 0.390
H -1.541 -5.189 1.700
H -0.184 -4.869 2.796
H -1.556 -3.710 2.699
H 0.534 -2.129 2.273
H 1.766 -3.261 1.564
H 0.457 -1.297 -0.324
H 2.224 -1.115 -3.455
H 1.750 -2.734 -2.859
H 0.983 -1.313 -2.195
H 4.608 -1.946 -2.877
H 7.416 -1.842 -0.345
H 6.983 -3.071 -1.523
H 7.118 -1.387 -2.042
H 5.803 -1.660 1.234
H 4.268 -0.848 2.885
H 2.623 -0.368 2.416
H 2.965 -2.055 2.834
H -1.242 -5.418 -2.536
H 0.283 -4.976 -1.765
H -0.959 -5.843 -0.839
H -2.346 -3.707 -3.180
C -1.085 1.762 2.958
N -0.189 2.351 2.000
C -0.211 2.071 0.562
H 0.124 0.979 0.367
C -1.532 2.403 -0.104
C -2.336 3.458 0.371
C -3.536 3.784 -0.255
C -3.978 3.075 -1.374
C -5.309 3.371 -2.003
C -3.137 2.097 -1.906
C -1.932 1.767 -1.286
N 0.827 2.994 0.123
C 1.193 3.154 -1.261
C 1.067 3.954 1.068
C 0.438 3.540 2.258
C 0.314 4.390 3.356
C 0.923 5.643 3.268
C 1.555 6.064 2.077
C 1.587 5.243 0.945
H -0.574 1.689 3.921
H -2.031 2.305 3.059
H -1.318 0.753 2.653
H -2.034 4.043 1.240
H -4.150 4.599 0.129
H -5.699 2.488 -2.530
H -6.052 3.673 -1.251
H -5.242 4.187 -2.739
H -3.442 1.586 -2.827
H -1.272 1.012 -1.721
H 2.276 3.306 -1.331
H 0.940 2.233 -1.785
H 0.681 3.998 -1.737
H -0.238 4.073 4.240
H 0.876 6.342 4.115
H 1.983 7.076 2.043
H 1.999 5.581 -0.004
```

Properties
Kohn-Sham gap ... 0.11694 hartree
Multiplicity ... 1
Net charge ... +1

---

# 3
Density functional theory data (ωB97M-V with the def2-TZVPD basis set) for a gas-phase ion, C27H32NO7 (charge -1) at a distorted geometry.

Geometry as XYZ:
```
67
C27H32NO7 | the Open Molecules 2025 dataset | ωB97M-V with the def2-TZVPD basis set
C -4.950 -0.115 4.050
C -4.052 -1.161 3.481
O -2.866 -0.500 3.000
C -2.008 -1.341 2.416
O -2.182 -2.541 2.324
C -0.745 -0.628 1.870
C -0.902 -0.734 0.257
C -1.889 0.265 -0.119
C -1.474 1.627 -0.356
O -0.330 2.051 -0.296
O -2.493 2.549 -0.557
C -3.768 2.026 -1.006
C -3.660 1.499 -2.427
C -4.774 3.170 -0.898
O -4.173 0.975 -0.082
C -3.294 -0.058 0.086
O -3.717 -1.163 0.416
C 0.294 -0.828 -0.693
C 0.623 -0.006 -1.799
C 1.945 0.154 -2.248
C 2.956 -0.697 -1.727
C 2.595 -1.671 -0.756
C 1.255 -1.788 -0.385
C 3.618 -2.638 -0.230
C 5.004 -2.012 -0.257
C 5.261 -1.475 -1.648
N 4.268 -0.496 -2.036
C 4.613 0.237 -3.228
C 3.749 1.479 -3.406
C 2.263 1.113 -3.355
C -0.567 0.769 2.581
C 0.923 1.018 2.404
C 1.623 -0.327 2.635
C 0.531 -1.351 2.363
O 0.739 -2.532 2.487
H -5.785 -0.610 4.535
H -4.442 0.512 4.777
H -5.355 0.526 3.271
H -3.740 -1.875 4.241
H -4.500 -1.692 2.642
H -1.350 -1.754 0.412
H -2.977 0.646 -2.498
H -4.653 1.174 -2.758
H -3.301 2.304 -3.081
H -4.899 3.475 0.139
H -4.434 4.029 -1.475
H -5.745 2.857 -1.280
H -0.138 0.551 -2.339
H 0.968 -2.664 0.210
H 3.599 -3.557 -0.855
H 3.351 -2.920 0.798
H 5.762 -2.757 -0.011
H 5.081 -1.204 0.483
H 5.255 -2.305 -2.373
H 6.233 -0.985 -1.710
H 5.667 0.504 -3.138
H 4.512 -0.409 -4.117
H 3.986 2.207 -2.616
H 3.989 1.944 -4.371
H 1.958 0.675 -4.326
H 1.681 2.034 -3.229
H -1.210 1.499 2.085
H -0.771 0.727 3.660
H 1.325 1.776 3.079
H 1.031 1.356 1.360
H 2.011 -0.449 3.664
H 2.477 -0.488 1.962
```

Properties
Kohn-Sham gap ... 0.25074 hartree
Multiplicity ... 1
Net charge ... -1

---

# 4
Density functional theory data (ωB97M-V with the def2-TZVPD basis set) for 2 unconnected molecules or ions with the total composition C27H28N8O4 at a distorted geometry.

Geometry as XYZ:
```
67
C27H28N8O4 | the Open Molecules 2025 dataset | ωB97M-V with the def2-TZVPD basis set
C -0.552 0.731 -0.325
C -0.622 1.460 0.835
N 0.500 1.771 1.583
C 1.754 1.115 1.418
C 2.904 1.904 1.227
C 2.861 3.403 1.300
C 4.100 1.240 0.933
C 4.141 -0.150 0.778
C 5.395 -0.861 0.364
C 2.982 -0.899 1.004
C 1.800 -0.293 1.439
C 0.632 -1.127 1.871
C 0.112 2.516 2.680
C -1.225 2.621 2.670
N -1.702 1.957 1.547
C -3.041 1.480 1.400
C -3.556 0.585 2.356
C -2.756 0.222 3.565
C -4.823 0.041 2.111
C -5.556 0.408 0.975
C -6.858 -0.281 0.658
C -5.075 1.425 0.136
C -3.804 1.974 0.339
C -3.231 3.095 -0.470
H -1.448 0.602 -0.904
H 0.412 0.367 -0.606
H 1.834 3.774 1.273
H 3.334 3.764 2.227
H 3.410 3.846 0.457
H 5.012 1.819 0.784
H 5.128 -1.878 0.043
H 5.870 -0.347 -0.488
H 6.122 -0.913 1.195
H 3.020 -1.971 0.805
H 0.926 -2.184 1.875
H 0.289 -0.860 2.880
H -0.207 -1.017 1.173
H 0.816 2.889 3.407
H -1.877 3.119 3.371
H -3.287 -0.550 4.138
H -1.759 -0.176 3.308
H -2.626 1.099 4.220
H -5.231 -0.691 2.810
H -7.268 0.100 -0.290
H -6.697 -1.368 0.551
H -7.611 -0.135 1.453
H -5.697 1.795 -0.681
H -3.973 3.453 -1.189
H -2.965 3.935 0.190
H -2.326 2.786 -1.011
O -0.807 -0.822 -4.787
N -0.021 -0.654 -3.823
O 0.072 0.403 -3.156
C 0.897 -1.718 -3.500
C 1.055 -2.753 -4.433
C 2.139 -3.619 -4.326
N 2.439 -4.550 -5.385
O 3.430 -5.288 -5.294
O 1.681 -4.558 -6.386
C 3.022 -3.516 -3.205
N 4.141 -4.185 -2.817
N 4.462 -3.666 -1.625
N 3.612 -2.706 -1.246
N 2.714 -2.563 -2.241
C 1.671 -1.651 -2.355
H 0.363 -2.801 -5.255
H 1.553 -0.950 -1.553
```

Properties
Kohn-Sham gap ... 0.16204 hartree
Multiplicity ... 1

---

# 5
Density functional theory data (ωB97M-V with the def2-TZVPD basis set) for a molecular structure, C4H11NO2 at a distorted geometry.

Geometry as XYZ:
```
18
C4H11NO2 | the Open Molecules 2025 dataset | ωB97M-V with the def2-TZVPD basis set
C 1.767 0.039 0.723
O 1.796 0.111 -0.611
O 1.808 1.294 1.385
H 0.643 0.016 -1.026
H 2.316 1.888 0.818
H 2.567 -0.610 1.121
H 0.724 -0.372 1.039
C -0.772 -1.682 -1.475
C -1.233 1.376 0.643
C -1.121 -0.040 0.193
N -0.650 -0.326 -0.977
H -1.728 -0.777 0.728
H -1.763 -1.844 -1.900
H -0.030 -1.842 -2.255
H -0.577 -2.442 -0.708
H -0.776 1.489 1.625
H -0.690 2.049 -0.018
H -2.281 1.672 0.696
```

Properties
Kohn-Sham gap ... 0.36446 hartree
Multiplicity ... 1